No. 1
2 unconnected molecules or ions with the total composition C9H12N3O. Source: OMol25; level of theory: wB97M-V/def2-TZVPD.

Summary:
Highest occupied orbital energy (spin up / spin down) = -12.15 / -11.74 eV
Charge = +1
HOMO-LUMO gap (spin up / spin down) = 6.50 / 5.93 eV
Relative energy (zero: lowest compared OMol25 entry of this formula, charge and spin) = 143.2 kcal/mol
DFT total energy = -589.2179 Eh

Each line ends with the Mulliken charge.
Positions of all 25 atoms, in Å:
C -3.79920 1.11269 0.00696  -0.245
C -3.04683 0.81104 -1.15123  -0.530
C -3.73147 0.26604 1.11691  -0.687
C -2.14814 -0.18384 -1.17811  -0.009
C -2.77859 -0.75640 1.12209  -0.174
C -1.99668 -1.02259 -0.07800  0.352
C 1.24799 -0.67376 -0.15685  -0.246
C 2.74161 1.12373 0.11971  -0.514
C 3.50608 -0.09114 -0.53205  -0.580
N 1.32692 0.63463 0.01646  -0.066
N 2.47237 -1.12996 -0.39306  -0.107
N -1.02869 -1.96969 -0.22635  -0.088
O -0.82124 -2.88792 0.68278  -0.247
H -4.40463 1.97844 0.18943  0.408
H -3.09827 1.43634 -2.07703  0.320
H -4.29249 0.58254 1.89944  0.466
H -1.46689 -0.32648 -2.05331  0.395
H -2.54903 -1.44114 2.01486  0.344
H 2.81121 1.31420 1.25388  0.293
H 3.05700 1.94198 -0.49917  0.322
H 3.72033 -0.07680 -1.52720  0.383
H 4.33136 -0.18634 0.13265  0.309
H 0.60597 1.32419 -0.25403  0.271
H 2.59752 -2.11095 -0.13430  0.240
H -0.19904 -3.55342 0.33803  0.390

***

No. 2
2 unconnected molecules or ions with the total composition C9H12N3O. Source: OMol25; level of theory: wB97M-V/def2-TZVPD.

Summary:
Highest occupied orbital energy (spin up / spin down) = -10.85 / -13.44 eV
Multiplicity = 3
Charge = +1
HOMO-LUMO gap (spin up / spin down) = 7.89 / 6.55 eV
Relative energy (zero: lowest compared OMol25 entry of this formula, charge and spin) = 15.6 kcal/mol
DFT total energy = -589.2448 Eh

Each line ends with the Löwdin spin population.
Positions of all 25 atoms, in Å:
C -2.38602 1.13626 -0.23689  0.000
C -3.61955 0.59514 -0.06860  0.001
C -1.51297 0.36036 0.62322  0.008
C 2.74188 0.14685 0.18330  0.326
C 2.07131 1.35749 -0.07862  0.182
C 2.04200 -1.00212 0.64309  0.431
C 0.73329 1.48819 0.16300  0.472
C 0.64032 -0.96812 0.82491  0.158
C -0.02875 0.36156 0.86130  0.059
N -2.22915 -0.56234 1.24245  0.000
N -0.08491 -1.92447 1.28750  0.254
N 0.72254 -0.44358 -2.25174  0.027
O -3.52887 -0.43567 0.78165  -0.001
H -2.10676 1.93383 -0.88514  0.000
H -4.60742 0.99973 -0.30919  0.000
H 3.72705 0.01641 -0.14299  0.015
H 2.61759 2.14398 -0.62507  0.000
H 2.63703 -1.92276 0.94453  0.010
H 0.20127 2.32346 -0.22434  0.022
H 0.04253 0.56107 1.88026  0.025
H -1.13796 -1.70178 1.38949  0.005
H 0.40912 -2.85439 1.56559  0.002
H 1.27934 0.35618 -2.71021  0.000
H 0.00125 -0.78698 -2.82528  0.000
H 1.37585 -1.17832 -2.03223  0.004

***

No. 3
A single C9H12N4O molecule. Source: OMol25; level of theory: wB97M-V/def2-TZVPD.

Summary:
Highest occupied orbital energy = -8.07 eV
HOMO-LUMO gap = 8.19 eV
Relative energy (zero: lowest compared OMol25 entry of this formula, charge and spin) = 204.1 kcal/mol
DFT total energy = -644.0859 Eh

Each line ends with the Mulliken charge.
Positions of all 26 atoms, in Å:
C 0.57732 1.80436 -0.47494  -0.188
C 3.95403 -0.52146 0.46935  -0.436
C 3.41336 -0.27933 -0.85025  -0.244
C 3.23393 0.02987 1.55175  -0.495
C 2.43115 0.56202 -1.10197  -0.608
C 2.00897 0.79312 1.32214  -1.006
C 1.94932 1.53909 -0.10713  0.724
C -3.42291 -1.29763 -1.06982  -1.067
C -3.76294 0.13332 -0.78344  -0.413
N -0.45341 1.19976 -0.56103  0.457
N -1.58410 0.86363 -0.89028  -1.342
N -2.66994 0.82298 -0.14311  0.987
N -2.76945 1.23221 1.05706  -0.065
O -3.86770 1.17647 1.68370  -0.596
H 4.69510 -1.28829 0.53578  0.368
H 3.77859 -0.86619 -1.70100  0.345
H 3.47728 -0.33456 2.45510  0.479
H 1.85782 0.65320 -2.05881  0.286
H 1.14710 0.36693 1.61802  0.572
H 2.14333 1.64792 1.97179  0.339
H 2.56282 2.45307 -0.22204  0.291
H -3.29512 -1.97000 -0.24286  0.276
H -2.46003 -1.17830 -1.58034  0.380
H -4.33522 -1.73487 -1.47154  0.323
H -4.56884 0.30201 0.05086  0.354
H -3.98224 0.70668 -1.60624  0.275

***

No. 4
A single C9H12N6 molecule. Source: OMol25; level of theory: wB97M-V/def2-TZVPD.

Summary:
Highest occupied orbital energy = -9.65 eV
SMILES = N#CCN1CN(CC#N)CN(CC#N)C1
HOMO-LUMO gap = 10.03 eV
Relative energy (zero: lowest compared OMol25 entry of this formula, charge and spin) = 0.0 kcal/mol
DFT total energy = -678.6056 Eh

Each line ends with the Mulliken charge.
Positions of all 27 atoms, in Å:
N 3.72587 -2.25994 -1.35990  -0.466
C 3.13952 -1.38249 -0.83693  0.167
C 2.37663 -0.34384 -0.13773  -0.196
N 1.21232 -0.94773 0.56926  0.072
C 0.20645 -1.56313 -0.28798  -1.103
N -0.47184 -0.44680 -0.94908  0.330
C -1.13054 -0.80965 -2.21776  -0.493
C -1.36688 0.34930 -3.10630  0.220
N -1.66656 1.24919 -3.80021  -0.447
C -1.19107 0.48576 -0.07254  -0.778
N -0.20554 0.96301 0.89332  0.084
C -0.66489 2.07043 1.75697  -0.701
C -1.74135 1.71155 2.68978  0.404
N -2.64427 1.46481 3.37800  -0.435
C 0.59250 -0.08209 1.60159  -0.997
H 2.07906 0.41798 -0.87775  0.296
H 3.06121 0.10444 0.58298  0.355
H -0.49533 -2.13544 0.31779  0.312
H 0.72793 -2.20896 -1.03877  0.414
H -0.46195 -1.49910 -2.74798  0.329
H -2.04091 -1.36203 -2.04667  0.376
H -1.56560 1.33495 -0.68881  0.325
H -2.02472 -0.01112 0.47131  0.398
H -1.01510 2.89728 1.15745  0.367
H 0.22559 2.36768 2.32501  0.338
H -0.04964 -0.70322 2.23673  0.386
H 1.38911 0.33914 2.18819  0.442

***

No. 5
A gas-phase ion, C9H12NO (charge +1). Source: OMol25; level of theory: wB97M-V/def2-TZVPD.

Summary:
Highest occupied orbital energy = -14.32 eV
SMILES = C[N+]1=C2C[C@@H](O)C[C@]23[C@@H]2[C@H]1[C@@H]23
Charge = +1
HOMO-LUMO gap = 10.64 eV
Relative energy (zero: lowest compared OMol25 entry of this formula, charge and spin) = 69.9 kcal/mol
DFT total energy = -479.7438 Eh

Each line ends with the Mulliken charge.
Positions of all 23 atoms, in Å:
C 2.28448 1.77302 -0.40931  -0.929
N 1.29121 0.76605 -0.12586  0.092
C 0.09338 0.47531 0.26091  0.426
C -1.07328 1.11121 0.75383  -0.980
C -2.23558 0.19580 0.22782  -0.260
O -2.29218 0.58481 -1.15535  -0.518
C -1.62748 -1.28940 0.40467  -0.892
C -0.12127 -1.01354 0.25397  0.591
C 1.14756 -1.79306 0.55805  -0.711
C 1.85869 -0.64597 -0.32509  -0.477
C 0.81979 -1.57275 -0.87207  -0.751
H 1.80683 2.64911 -0.06506  0.419
H 2.66813 1.82477 -1.42534  0.314
H 3.13015 1.62580 0.28957  0.389
H -1.16759 1.14355 1.80150  0.404
H -1.37804 2.21327 0.48349  0.346
H -3.13085 0.44300 0.64853  0.685
H -3.06184 0.15552 -1.43920  0.342
H -1.83090 -1.59289 1.35197  0.402
H -2.14893 -1.85545 -0.26930  0.444
H 1.47139 -2.48440 1.28704  0.453
H 2.83607 -0.56837 -0.54347  0.712
H 0.66026 -2.14540 -1.69131  0.497

***

No. 6
A single C9H12NO3P molecule. Source: OMol25; level of theory: wB97M-V/def2-TZVPD.

Summary:
Highest occupied orbital energy (spin up / spin down) = -7.69 / -7.70 eV
HOMO-LUMO gap (spin up / spin down) = 7.20 / 7.20 eV
Relative energy (zero: lowest compared OMol25 entry of this formula, charge and spin) = 94.5 kcal/mol
DFT total energy = -971.8226 Eh

Each line ends with the Mulliken charge.
Positions of all 26 atoms, in Å:
C -0.79567 0.21193 1.83139  0.426
C 3.46487 -0.65284 -0.23599  -0.631
C -1.71928 0.71962 -0.46039  0.707
C -0.24245 -1.83877 -1.23709  -0.677
C -0.23863 -1.96126 1.61281  -0.296
C 1.02764 -1.05824 -1.10558  -0.526
C -0.56601 -1.43577 0.18341  0.216
C -0.19567 2.71838 -0.47967  -0.766
C -1.65324 2.12885 -0.29786  -0.783
N -1.11583 -0.16765 0.48600  0.219
O -1.10670 1.23117 2.39234  -0.584
O -2.41959 0.18423 -1.33150  -0.616
O -0.21409 -0.75324 2.51075  -0.321
P 2.45963 -1.93265 -0.60779  -0.042
H 4.42312 -0.84546 0.15591  0.297
H 2.98692 0.30915 -0.22322  0.207
H -0.95897 -1.56957 -2.00589  0.276
H 0.03655 -2.97263 -1.44569  0.315
H -1.18958 -2.55641 2.01512  0.247
H 0.60758 -2.74144 1.75020  0.320
H 1.12601 -0.02781 -1.37538  0.470
H 0.45422 1.92929 -0.97903  0.051
H 0.19462 2.87961 0.44663  0.362
H -0.22571 3.39273 -1.29986  0.349
H -2.29023 2.46302 -1.06066  0.468
H -1.84951 2.34576 0.76104  0.314

***

No. 7
A gas-phase ion, C9H12NO3S (charge -1). Source: OMol25; level of theory: wB97M-V/def2-TZVPD.

Summary:
Highest occupied orbital energy = -3.49 eV
Charge = -1
HOMO-LUMO gap = 6.85 eV
Relative energy (zero: lowest compared OMol25 entry of this formula, charge and spin) = 24.7 kcal/mol
DFT total energy = -1028.7799 Eh

Each line ends with the Mulliken charge.
Positions of all 26 atoms, in Å:
C 2.33252 -0.33806 -0.53047  -0.136
C 3.48896 2.26206 -0.45900  0.731
C 4.80968 0.39791 0.37198  0.579
C 1.22309 -1.04995 -0.63395  0.273
C 1.10040 -2.55901 -0.68605  -1.495
C -1.36643 1.81816 -0.26341  -1.734
C -0.00192 0.71136 1.52655  -1.502
C -0.10303 -0.31642 -0.75004  -1.092
C -0.11409 0.99765 0.03325  1.501
N 4.43230 1.66110 -0.01336  -0.400
O 2.77040 3.09486 -0.85204  -0.465
O 5.79924 0.20132 1.02916  -0.542
O 4.11576 -2.14713 0.47244  -0.664
S 3.94879 -1.01766 -0.49060  0.288
H 2.04330 -3.01622 -0.39912  0.426
H 0.83947 -2.89321 -1.69443  0.258
H 0.32010 -2.90091 -0.00204  0.353
H -1.27257 2.81406 0.16667  0.405
H -1.51640 1.92126 -1.33726  0.410
H -2.24946 1.33960 0.16121  0.347
H 0.89646 0.12975 1.71158  0.365
H 0.05722 1.63320 2.10226  0.393
H -0.86526 0.14165 1.87240  0.352
H -0.91813 -0.95656 -0.39659  0.296
H -0.29606 -0.09753 -1.80819  0.365
H 0.76499 1.56356 -0.28428  -0.310

***

No. 8
2 unconnected molecules or ions with the total composition C9H13BF2O2. Source: OMol25; level of theory: wB97M-V/def2-TZVPD.

Summary:
Highest occupied orbital energy = -9.21 eV
SMILES = OB(O)c1ccccc1F.CCCF
HOMO-LUMO gap = 9.42 eV
Relative energy (zero: lowest compared OMol25 entry of this formula, charge and spin) = 0.0 kcal/mol
DFT total energy = -725.8632 Eh

Each line ends with the Mulliken charge.
Positions of all 27 atoms, in Å:
O -0.84928 2.40449 1.26474  -0.583
B -1.92410 1.58530 1.31538  0.683
O -3.07051 1.95572 1.93176  -0.536
C -1.77676 0.16771 0.65049  0.058
C -1.39761 -1.02638 1.34581  -0.313
C -1.68597 -2.26055 0.78699  -0.629
C -2.15608 -2.41306 -0.49088  -0.283
C -2.44704 -1.25339 -1.24018  -0.733
C -2.26481 -0.05610 -0.62929  0.689
F -2.55805 1.02944 -1.37022  -0.354
H -0.89004 3.13444 1.93731  0.284
H -3.32947 2.88347 2.14538  0.297
H -1.31378 -0.84465 2.45882  0.248
H -1.53404 -3.23613 1.35632  0.283
H -2.31069 -3.39388 -0.99187  0.340
H -2.99603 -1.37384 -2.06396  0.545
C 3.89487 -0.34189 -1.49017  -1.080
C 3.18707 0.88621 -0.69346  -0.546
C 1.82626 0.43843 -0.19740  0.109
F 2.07381 -0.26892 0.93350  -0.321
H 4.62890 0.10972 -2.12522  0.344
H 3.21616 -0.87879 -2.17614  0.324
H 4.35154 -1.04586 -0.79526  0.286
H 3.09885 1.85704 -1.20418  0.383
H 3.78035 1.08471 0.19297  0.268
H 1.37104 -0.29082 -0.85091  0.127
H 1.07542 1.14756 -0.00033  0.111